DFT (ωB97M-V/def2-TZVPD) results for a structure of composition C20H22N4O3S2 at a distorted geometry.

Geometry (Å):
O1 -1.0357 -3.1041 0.6790
C1 -0.4390 -2.3762 -0.0856
N1 -1.0470 -1.5086 -0.9273
H1 -0.4652 -0.8878 -1.4710
C2 -2.4510 -1.1916 -0.8495
H2 -2.9289 -1.9914 -0.2799
H3 -2.8778 -1.1654 -1.8566
C3 -2.6737 0.1615 -0.1535
C4 -4.1343 0.5033 -0.1105
C5 -4.6904 1.3697 -1.0421
C6 -6.0444 1.6555 -1.0186
C7 -6.8598 1.0742 -0.0634
C8 -6.3146 0.2066 0.8683
C9 -4.9612 -0.0768 0.8437
H4 -4.5375 -0.7535 1.5714
H5 -6.9464 -0.2498 1.6160
H6 -7.9164 1.2967 -0.0443
H7 -6.4637 2.3333 -1.7479
H8 -4.0579 1.8265 -1.7904
H9 -2.1211 0.9311 -0.6986
H10 -2.2698 0.0979 0.8590
C10 1.0763 -2.2909 -0.1857
C11 1.8191 -3.5346 0.2927
C12 3.3215 -3.2849 0.1603
C13 3.7350 -2.0307 0.9328
N2 2.9405 -0.8720 0.5732
S1 3.3824 -0.0359 -0.8072
O2 4.7724 -0.2773 -1.0580
O3 2.4533 -0.2272 -1.8864
C14 3.2249 1.6560 -0.2269
C15 4.3548 2.3533 0.0968
C16 4.3039 3.6949 0.5257
C17 3.1160 4.3662 0.6262
C18 1.9353 3.6784 0.3004
N3 0.6857 4.1429 0.3387
S2 -0.3140 2.9778 -0.1123
N4 0.7656 1.8168 -0.3785
C19 1.9838 2.3003 -0.1274
H11 3.0596 5.3955 0.9417
H12 5.2277 4.1970 0.7681
H13 5.3017 1.8464 -0.0017
C20 1.5176 -1.0968 0.6751
H14 1.0200 -0.1832 0.3478
H15 1.2734 -1.2851 1.7258
H16 4.7736 -1.7751 0.7223
H17 3.6121 -2.1876 2.0096
H18 3.8864 -4.1397 0.5350
H19 3.5735 -3.1400 -0.8929
H20 1.5242 -4.3989 -0.3042
H21 1.5527 -3.7394 1.3316
H22 1.3571 -2.0775 -1.2207

## Properties
HOMO-LUMO gap   7.87 eV
Relative energy (zero: lowest compared OMol25 entry of this formula, charge and spin)   25.39 kcal/mol
HOMO energy   -9.1 eV
Energy   -54870.82944 eV

natural (NBO) atomic charge list, values in e, 8 entries: atom 1 (O): -0.63, atom 2 (C): 0.69, atom 3 (N): -0.62, atom 4 (H): 0.40, atom 5 (C): -0.22, atom 6 (H): 0.23, atom 7 (H): 0.20, atom 8 (C): -0.44